The following is a DFT calculation (ωB97M-V/def2-TZVPD) of a molecular structure, C25H27N6O5SW.

Last column: natural (NBO) charge in e.
Positions of all 65 atoms, in Å:
1 W -0.25 -0.25 -0.18  1.6319
2 N 0.20 1.88 -0.78  -0.7847
3 C -0.23 2.10 -2.18  -0.3249
4 C 0.01 0.83 -2.97  0.6588
5 O 0.33 0.83 -4.13  -0.5536
6 N -0.15 -0.31 -2.19  -0.6807
7 C 0.14 -1.57 -2.85  -0.3609
8 C 0.52 -2.55 -1.75  0.7995
9 O 0.49 -3.75 -1.90  -0.6123
10 O 0.84 -1.93 -0.63  -0.7386
11 H -0.29 2.51 -0.16  0.4145
12 H 1.19 2.09 -0.68  0.4014
13 H 0.29 2.93 -2.66  0.2365
14 H -1.30 2.31 -2.18  0.2364
15 H 0.94 -1.48 -3.58  0.2487
16 H -0.74 -1.95 -3.37  0.2365
17 C 3.03 -0.24 -0.91  -0.2523
18 O 2.09 0.10 0.14  -0.5344
19 C 2.49 -0.18 1.43  0.2709
20 C 3.79 -0.46 1.80  -0.2647
21 C 4.07 -0.70 3.14  -0.1610
22 C 3.06 -0.64 4.09  -0.2060
23 C 1.76 -0.36 3.71  -0.1902
24 C 1.48 -0.12 2.38  0.1172
25 N 0.16 0.13 1.88  -0.2730
26 N -0.64 0.53 2.79  -0.1577
27 C -1.96 0.83 2.54  -0.0146
28 C -2.58 0.88 1.29  0.3336
29 O -1.91 0.61 0.16  -0.6796
30 C -3.94 1.26 1.16  -0.2729
31 C -4.67 1.56 2.26  -0.1177
32 C -4.10 1.51 3.57  -0.1057
33 C -4.87 1.83 4.71  -0.1723
34 C -4.31 1.79 5.95  -0.2075
35 C -2.96 1.45 6.10  -0.1665
36 C -2.19 1.14 5.01  -0.2238
37 C -2.74 1.16 3.71  0.0606
38 H 3.31 -1.29 -0.84  0.2240
39 H 3.90 0.41 -0.82  0.2027
40 H 2.52 -0.05 -1.85  0.2096
41 H 4.59 -0.52 1.07  0.2357
42 H 5.08 -0.93 3.44  0.2329
43 H 3.28 -0.83 5.13  0.2334
44 H 0.95 -0.33 4.43  0.2438
45 H -4.36 1.29 0.16  0.2323
46 H -5.71 1.84 2.16  0.2257
47 H -5.91 2.09 4.57  0.2198
48 H -4.91 2.03 6.82  0.2273
49 H -2.51 1.43 7.09  0.2231
50 H -1.15 0.88 5.13  0.2277
51 C -4.62 -2.30 1.50  -0.4124
52 N -3.94 -2.89 0.37  -0.3674
53 C -4.69 -3.60 -0.67  -0.2217
54 C -3.57 -4.12 -1.60  -0.2271
55 N -2.39 -3.42 -1.09  -0.5833
56 C -2.65 -2.81 0.07  0.3846
57 S -1.45 -2.11 1.10  -0.0974
58 H -5.06 -3.08 2.12  0.2165
59 H -5.41 -1.63 1.15  0.2094
60 H -3.90 -1.73 2.09  0.2459
61 H -5.37 -2.92 -1.17  0.2097
62 H -5.27 -4.41 -0.23  0.2206
63 H -3.76 -3.87 -2.64  0.2210
64 H -3.44 -5.20 -1.52  0.2171
65 H -1.45 -3.72 -1.31  0.4558

As for the total charge: +1. The calculation puts the energy above the lowest of the compared OMol25 structures with the same formula, charge and spin at 0.00 kJ/mol. The spin multiplicity is 1. Its HOMO energy (spin up / spin down) is -10.376 / -10.376 eV. The molecular weight is 707.44 Da. The value obtained for the lowest unoccupied orbital energy (spin up / spin down) is -3.68 / -3.68 eV.

***

The following is a DFT calculation (ωB97M-V/def2-TZVPD) of a molecular structure, C25H27N6Pd.

Last column: natural (NBO) charge in e.
Positions of all 59 atoms, in Å:
1 Pd -0.11 -0.52 -0.20  -0.0061
2 C -2.54 -1.95 2.27  -0.2585
3 N -2.28 -2.44 0.92  -0.6179
4 C -1.21 -3.42 0.83  -0.2592
5 C 0.21 -2.90 0.83  0.3160
6 N 0.87 -2.61 -0.28  -0.4707
7 C 2.17 -2.32 0.16  0.0790
8 C 3.27 -1.90 -0.58  -0.1846
9 C 4.44 -1.64 0.10  -0.2445
10 C 4.53 -1.79 1.49  -0.2314
11 C 3.44 -2.21 2.24  -0.2744
12 C 2.26 -2.47 1.54  0.1683
13 N 1.01 -2.89 1.96  -0.5830
14 C -1.91 -0.63 2.59  0.3800
15 N -0.77 -0.19 2.13  -0.4893
16 C -0.61 1.07 2.70  0.1693
17 C 0.40 2.00 2.49  -0.1954
18 C 0.30 3.21 3.16  -0.2370
19 C -0.78 3.49 4.01  -0.2211
20 C -1.81 2.58 4.21  -0.2451
21 C -1.69 1.37 3.53  0.0741
22 N -2.52 0.25 3.45  -0.5513
23 H -2.18 -2.68 3.00  0.1934
24 H -3.62 -1.86 2.46  0.1860
25 H -1.94 -1.65 0.34  0.3895
26 H -1.31 -3.99 -0.10  0.2245
27 H -1.32 -4.14 1.65  0.1788
28 H 3.17 -1.73 -1.64  0.2293
29 H 5.32 -1.30 -0.44  0.2030
30 H 5.46 -1.57 1.99  0.1987
31 H 3.50 -2.31 3.32  0.2019
32 H 0.66 -2.87 2.90  0.4034
33 H 1.20 1.78 1.80  0.2507
34 H 1.06 3.96 3.02  0.2095
35 H -0.82 4.45 4.51  0.2020
36 H -2.65 2.81 4.85  0.2036
37 H -3.44 0.16 3.83  0.4085
38 C -1.84 0.72 -5.10  -0.4096
39 N -2.06 0.15 -3.80  -0.4465
40 C -1.23 -1.03 -3.61  -0.4205
41 C -1.91 1.11 -2.70  -0.2591
42 C -0.52 1.66 -2.46  -0.0188
43 C -0.11 2.76 -3.21  -0.2693
44 C 1.16 3.31 -3.07  -0.2891
45 C 2.03 2.71 -2.16  -0.2349
46 C 1.60 1.62 -1.41  -0.3005
47 C 0.32 1.04 -1.50  -0.3672
48 H -2.10 -0.01 -5.87  0.1792
49 H -0.79 1.03 -5.28  0.1692
50 H -2.47 1.60 -5.24  0.1829
51 H -1.51 -1.79 -4.35  0.1689
52 H -1.35 -1.43 -2.60  0.2244
53 H -0.16 -0.82 -3.72  0.1774
54 H -2.23 0.60 -1.78  0.2136
55 H -2.61 1.94 -2.90  0.1703
56 H -0.80 3.22 -3.91  0.1806
57 H 1.47 4.18 -3.64  0.1847
58 H 3.03 3.10 -2.02  0.1814
59 H 2.31 1.18 -0.71  0.1828

As for the total charge: -1. The spin multiplicity is 1. Its HOMO energy is -2.180 eV. The molecular weight is 517.95 Da. The value obtained for the lowest unoccupied orbital energy is 2.60 eV.

***

The following is a DFT calculation (ωB97M-V/def2-TZVPD) of C25H27NO6 in the gas phase.

Last column: natural (NBO) charge in e.
Positions of all 59 atoms, in Å:
1 C -0.82 -5.13 0.32  -0.6380
2 C -0.99 -3.83 1.11  -0.0618
3 O -0.39 -2.72 0.46  -0.5384
4 C -1.04 -2.07 -0.54  0.4178
5 C -2.30 -2.43 -1.01  -0.3296
6 C -2.93 -1.71 -2.01  -0.1762
7 C -2.31 -0.60 -2.56  -0.2364
8 C -1.07 -0.23 -2.10  -0.1319
9 C -0.41 -0.94 -1.10  -0.2346
10 C 0.92 -0.40 -0.70  0.6786
11 O 1.26 0.73 -1.03  -0.6425
12 N 1.74 -1.17 0.03  -0.6009
13 C 3.05 -0.67 0.38  -0.1350
14 C 2.92 0.84 0.61  0.8464
15 O 3.63 1.70 0.17  -0.5969
16 O 1.98 1.04 1.56  -0.5367
17 C 1.48 2.36 1.70  -0.1180
18 C 0.21 2.51 0.90  0.0885
19 C 0.09 3.46 -0.05  -0.3088
20 C -1.10 3.59 -0.87  0.7407
21 O -1.27 4.42 -1.73  -0.5621
22 O -2.11 2.69 -0.65  -0.4750
23 C -2.01 1.73 0.30  0.4202
24 C -3.10 0.88 0.44  -0.3101
25 C -3.09 -0.13 1.39  0.1147
26 C -4.27 -1.03 1.55  -0.6528
27 C -1.96 -0.28 2.19  -0.2697
28 C -0.88 0.57 2.07  -0.1571
29 C -0.88 1.59 1.12  -0.1960
30 C 4.12 -0.99 -0.69  -0.2276
31 C 5.51 -0.70 -0.14  -0.6108
32 C 4.01 -2.45 -1.14  -0.6066
33 H -1.26 -5.95 0.88  0.2193
34 H -1.32 -5.06 -0.65  0.2156
35 H 0.23 -5.33 0.15  0.2157
36 H -2.04 -3.63 1.33  0.1770
37 H -0.45 -3.91 2.06  0.1955
38 H -2.81 -3.29 -0.60  0.2169
39 H -3.90 -2.02 -2.35  0.2159
40 H -2.80 -0.03 -3.34  0.2226
41 H -0.56 0.63 -2.51  0.2469
42 H 1.45 -2.09 0.33  0.4302
43 H 3.34 -1.13 1.34  0.2210
44 H 2.23 3.08 1.36  0.2276
45 H 1.28 2.51 2.77  0.2040
46 H 0.89 4.15 -0.27  0.2376
47 H -3.95 1.02 -0.21  0.2264
48 H -4.03 -1.91 2.14  0.2093
49 H -5.07 -0.49 2.06  0.2268
50 H -4.65 -1.34 0.58  0.2208
51 H -1.93 -1.06 2.94  0.2069
52 H -0.01 0.43 2.70  0.2252
53 H 3.93 -0.34 -1.54  0.2249
54 H 5.59 0.34 0.15  0.2356
55 H 5.72 -1.33 0.72  0.1921
56 H 6.26 -0.91 -0.90  0.2117
57 H 4.14 -3.12 -0.29  0.1935
58 H 4.79 -2.67 -1.86  0.2160
59 H 3.05 -2.65 -1.60  0.2116

The calculation puts the energy above the lowest of the compared OMol25 structures with the same formula, charge and spin at 0.00 kJ/mol. The spin multiplicity is 1. Its HOMO energy is -8.498 eV. The molecular weight is 437.49 Da. The value obtained for the lowest unoccupied orbital energy is 0.22 eV.

***

The following is a DFT calculation (ωB97M-V/def2-TZVPD) of a molecular structure, C25H28AsCl2FeN5O2S at a distorted geometry.

Last column: natural (NBO) charge in e.
Positions of all 65 atoms, in Å:
1 Fe -0.55 0.04 -0.36  0.7672
2 Cl 6.31 -1.44 -1.44  -0.0317
3 C 4.79 -1.11 -0.67  -0.1075
4 C 3.66 -0.96 -1.45  -0.2715
5 C 2.42 -0.69 -0.87  0.0972
6 N 1.23 -0.63 -1.52  -0.6762
7 C 1.09 -0.76 -2.87  0.5859
8 O 2.00 -0.61 -3.72  -0.7124
9 C -0.28 -1.06 -3.29  0.1410
10 C -0.53 -1.38 -4.63  -0.2214
11 C -1.81 -1.66 -5.05  -0.1775
12 C -2.84 -1.62 -4.10  -0.2683
13 C -2.51 -1.33 -2.79  0.0426
14 N -1.29 -1.05 -2.36  -0.4413
15 C 2.34 -0.51 0.56  0.2478
16 C 3.51 -0.71 1.32  -0.3077
17 C 4.71 -1.02 0.71  -0.0659
18 Cl 6.10 -1.30 1.70  -0.0304
19 N 1.13 -0.24 1.10  -0.7423
20 C 1.05 0.28 2.36  0.6224
21 O 1.85 1.11 2.82  -0.6884
22 C 0.01 -0.29 3.22  0.0644
23 C 0.35 -0.41 4.57  -0.1787
24 C -0.33 -1.22 5.44  -0.2642
25 C -1.37 -1.99 4.89  -0.2244
26 C -1.74 -1.81 3.59  -0.0640
27 N -1.18 -0.88 2.77  -0.0520
28 H 3.72 -1.08 -2.52  0.2597
29 H 0.30 -1.40 -5.31  0.2429
30 H -2.02 -1.90 -6.08  0.2070
31 H -3.87 -1.81 -4.37  0.2093
32 H -3.29 -1.34 -2.04  0.1889
33 H 3.47 -0.62 2.39  0.2336
34 H 1.23 0.14 4.87  0.2516
35 H -0.05 -1.32 6.48  0.2103
36 H -1.86 -2.75 5.48  0.2136
37 H -2.52 -2.41 3.16  0.2140
38 C 1.32 4.90 -1.55  -0.9648
39 As 1.37 2.95 -1.37  1.4417
40 C 2.47 2.78 0.23  -0.9598
41 C 2.42 2.39 -2.91  -0.9707
42 S -0.67 2.46 -1.27  -0.7029
43 H 2.32 5.33 -1.42  0.2158
44 H 0.66 5.28 -0.77  0.2396
45 H 0.92 5.19 -2.52  0.2306
46 H 3.32 3.45 0.13  0.2227
47 H 2.81 1.75 0.35  0.2721
48 H 1.87 3.03 1.11  0.2669
49 H 3.46 2.61 -2.69  0.2300
50 H 2.10 2.94 -3.79  0.2303
51 H 2.33 1.32 -3.11  0.2958
52 C -3.47 0.41 0.31  -0.5939
53 C -3.14 -0.63 1.39  0.0795
54 C -4.01 -0.28 2.62  -0.6309
55 C -3.50 -2.02 0.81  -0.6277
56 N -1.71 -0.48 1.61  -0.4306
57 H -4.52 0.38 0.04  0.1914
58 H -2.88 0.21 -0.60  0.2147
59 H -3.21 1.41 0.67  0.2266
60 H -4.90 0.25 2.29  0.2108
61 H -3.46 0.38 3.29  0.2207
62 H -4.34 -1.15 3.18  0.1983
63 H -4.43 -1.97 0.24  0.1993
64 H -3.64 -2.78 1.58  0.1889
65 H -2.69 -2.34 0.15  0.2318

As for the total charge: -1. The spin multiplicity is 2. Its HOMO energy (spin up / spin down) is -3.247 / -2.481 eV. The molecular weight is 664.27 Da. The value obtained for the lowest unoccupied orbital energy (spin up / spin down) is 2.59 / 2.52 eV.

***

Among the records above, which one has the lowest molecular weight?
C25H27NO6

***

Which value of molecular weight does entry 2 give?
517.95 Da